#one
Here is a cluster of 12 separate species, C42H117N9O15 in total from the OMol25 dataset. Energies are from ωB97M-V/def2-TZVPD.

Geometry as XYZ:
```
183
Properties=species:S:1:pos:R:3:mulliken_charge:R:1
C -1.00587 0.40268 5.47445 -0.953
C -1.45195 -1.03707 5.81451 0.592
C -1.83835 -1.85041 4.52867 -1.350
O -2.61401 -1.11027 3.60279 0.668
C -3.98966 -1.03207 3.85344 -0.660
N -0.35420 -1.73920 6.49601 -0.692
H -0.15802 0.40554 4.77322 0.200
H -0.72039 0.92310 6.40141 0.496
H -1.80559 0.95889 5.01900 -0.160
H -2.33871 -0.84810 6.50854 0.187
H -2.35105 -2.80711 4.79360 0.544
H -0.91297 -2.16121 4.05085 0.286
H -4.46228 -2.02702 3.96145 0.352
H -4.44714 -0.54972 3.01815 -0.228
H -4.24301 -0.51474 4.80398 0.276
H -0.69817 -2.47660 7.10878 0.246
H 0.15621 -1.17618 7.20193 0.253
C 2.80106 3.91066 0.04011 -0.894
C 2.35771 3.70215 1.50769 1.605
C 3.04755 2.44617 2.04690 0.118
O 2.50474 2.10457 3.32097 -0.430
C 3.10583 0.91708 3.75633 -0.530
N 2.82525 4.83594 2.39535 -0.718
H 2.44427 3.11915 -0.63952 -0.351
H 3.88985 3.93797 0.07639 0.405
H 2.39633 4.86902 -0.33781 0.251
H 1.28508 3.43823 1.49897 -0.608
H 4.13828 2.65186 2.11289 0.751
H 3.14614 1.65711 1.30024 -0.749
H 2.51279 0.60920 4.62477 0.323
H 4.14071 1.11208 4.06386 0.388
H 2.99316 0.11571 3.06372 0.037
H 2.16260 5.64147 2.35304 0.295
H 2.84853 4.48373 3.35314 0.374
C -3.84161 2.68815 2.96135 -0.613
C -5.02374 3.49328 2.76324 0.818
C -6.25978 2.73502 3.12974 -1.342
O -6.25358 1.44823 2.44148 -0.132
C -7.04818 0.47252 3.05841 -0.942
N -4.96016 4.82792 3.38098 -0.665
H -3.79132 2.20610 3.94748 0.495
H -2.98706 3.35061 2.89624 0.392
H -3.77577 1.81352 2.27781 -0.538
H -5.02519 3.66378 1.68372 0.038
H -7.17661 3.31820 2.87934 0.365
H -6.25370 2.60182 4.23497 0.418
H -6.94093 -0.44745 2.47984 0.266
H -8.11901 0.71261 3.16330 0.274
H -6.71036 0.31221 4.12080 0.323
H -5.88505 5.27871 3.35302 0.284
H -4.81128 4.71813 4.37005 0.302
C 2.72961 -6.62317 0.56260 -1.574
C 3.00079 -6.24724 -0.89055 1.589
C 4.42743 -5.92744 -1.18468 -0.753
O 5.20668 -7.08540 -0.89331 -0.351
C 6.57504 -6.90492 -0.88481 -0.656
N 2.60018 -7.42565 -1.75836 -0.757
H 3.16485 -5.86027 1.23803 0.264
H 3.18621 -7.59632 0.79631 0.349
H 1.66305 -6.65106 0.71283 0.443
H 2.52886 -5.28708 -1.19162 -0.426
H 4.70474 -5.06395 -0.55856 0.177
H 4.50505 -5.62033 -2.27078 0.385
H 6.97798 -6.83152 -1.91206 0.276
H 7.06789 -7.79968 -0.52708 0.252
H 6.82580 -5.97558 -0.28452 0.218
H 1.60015 -7.50915 -1.65539 0.299
H 2.69092 -7.11606 -2.76133 0.324
C -0.11472 0.83769 -0.70483 1.213
C -0.57866 0.05195 0.48449 2.268
C 0.59935 -0.39914 1.39509 -0.790
O 1.68079 -1.02175 0.70561 0.661
C 1.30265 -2.36043 0.36379 -0.914
N -1.51117 0.81927 1.31096 1.222
H 0.64895 1.54557 -0.35820 -0.780
H -0.91129 1.37369 -1.15664 1.075
H 0.39613 0.12838 -1.37951 -0.648
H -1.08311 -0.90198 0.15305 -2.147
H 0.15088 -1.13319 2.10933 -0.329
H 0.89560 0.40081 2.04736 -0.156
H 0.97629 -2.97017 1.23889 0.178
H 2.12971 -2.80536 -0.14431 0.197
H 0.47377 -2.36027 -0.33477 0.122
H -1.04739 1.73338 1.44366 -0.265
H -1.79444 0.33734 2.17584 -0.363
C -0.22824 -4.95832 -1.48873 -0.346
C -1.79710 -5.14084 -1.51453 -0.250
C -2.50218 -4.07403 -0.63698 0.319
O -1.91982 -4.29412 0.65155 -0.353
C -2.28546 -3.31381 1.59604 -0.503
N -2.28390 -5.18369 -2.87580 -0.694
H -0.04338 -3.96252 -1.92235 -0.421
H 0.27339 -5.67729 -2.12969 0.454
H 0.16980 -5.05968 -0.46491 0.223
H -1.94021 -6.11719 -1.03000 0.296
H -3.58772 -4.21890 -0.61958 0.482
H -2.22686 -3.05949 -1.01162 -0.429
H -1.98489 -3.67672 2.60373 0.258
H -3.40247 -3.15793 1.64802 0.151
H -1.89620 -2.29121 1.35616 0.303
H -3.31376 -5.12496 -2.95591 0.305
H -1.83450 -4.45742 -3.38903 0.192
C -2.82648 4.11242 -2.16899 -1.294
C -2.78989 4.11347 -0.62858 1.989
C -1.28759 4.24166 -0.20409 -0.013
O -1.17039 4.46935 1.19052 -0.143
C -0.81191 5.77697 1.51909 -0.854
N -3.52295 5.31297 -0.14558 -0.732
H -3.88648 4.04797 -2.52571 0.529
H -2.34743 3.22314 -2.60996 -0.131
H -2.34967 5.03667 -2.42345 0.453
H -3.20391 3.17169 -0.22982 -0.812
H -0.78424 5.04494 -0.78649 0.792
H -0.79721 3.28227 -0.37796 -1.188
H -0.89505 5.87148 2.61605 0.213
H -1.41223 6.49657 0.99126 0.476
H 0.25745 5.97504 1.27266 0.115
H -3.68967 5.30632 0.86029 0.185
H -4.42016 5.35989 -0.63645 0.369
C 5.86441 0.98902 -0.45205 -1.658
C 4.86658 -0.13714 -0.55485 0.340
C 4.74199 -0.91601 0.79379 -0.097
O 6.02334 -1.44044 1.09849 -0.515
C 6.07485 -2.08864 2.39696 -0.617
N 3.55284 0.40760 -1.02038 0.219
H 5.45992 1.85569 0.06612 0.260
H 6.27608 1.34225 -1.38639 0.370
H 6.59464 0.57716 0.22614 0.485
H 5.22206 -0.85363 -1.27699 0.685
H 3.95645 -1.64828 0.71061 0.102
H 4.37194 -0.20694 1.57203 -0.057
H 7.12324 -2.38895 2.55092 0.311
H 5.46525 -2.96167 2.41105 0.229
H 5.85595 -1.40725 3.23069 0.228
H 2.74519 0.25199 -0.39161 -0.812
H 3.71736 1.39175 -1.21419 0.111
C 0.79096 2.88958 -3.12776 0.273
C 0.49880 3.26541 -4.60627 0.208
C 1.47340 4.42296 -5.01666 -1.288
O 2.72157 3.85737 -4.92681 -0.163
C 3.69173 4.76845 -5.36008 -0.878
N 0.54695 2.06276 -5.43792 -0.413
H 0.40120 1.93737 -2.78326 -0.843
H 0.40704 3.63642 -2.44821 -0.184
H 1.90801 2.83806 -3.02396 0.505
H -0.50681 3.62463 -4.67238 0.524
H 1.49091 5.34780 -4.39840 0.447
H 1.31817 4.76442 -6.07680 0.501
H 3.73529 5.62151 -4.69058 0.341
H 3.57371 5.10362 -6.40312 0.305
H 4.67403 4.24055 -5.23353 0.226
H 1.41551 1.53736 -5.32320 0.047
H 0.41792 2.25494 -6.43881 0.274
C -1.36509 -0.69517 -3.39113 2.151
C -2.41494 0.26176 -3.88955 -0.014
O -1.93913 0.71021 -5.18838 -0.727
O -1.13035 -1.92513 -4.08746 -0.478
H -1.54923 -0.92943 -2.35190 -1.022
H -0.39899 -0.17333 -3.51759 -0.633
H -2.55382 1.03571 -3.15007 -0.304
H -3.38939 -0.20662 -4.09932 0.341
H -1.24555 1.36272 -5.10400 0.340
H -0.89335 -1.80568 -5.01070 0.333
C -4.85960 -1.01564 -0.23029 -0.332
C -5.63277 0.14429 -0.86689 -0.674
O -5.17841 1.36956 -0.29646 -0.309
O -3.48845 -0.89700 -0.37929 0.727
H -5.07047 -1.97449 -0.74420 0.301
H -5.23164 -1.17167 0.78785 0.106
H -6.68770 0.03001 -0.61322 0.397
H -5.46931 0.21596 -1.94879 0.255
H -5.48922 1.28583 0.59784 0.160
H -3.22061 -0.07037 0.06205 -0.569
C 2.30945 -1.49375 -4.81580 -0.760
C 2.24633 -2.12617 -3.45175 0.817
O 3.39873 -1.89048 -2.72786 -0.565
O 2.67660 -0.16600 -4.80946 -0.394
H 1.33579 -1.56950 -5.29018 0.198
H 2.99256 -2.03642 -5.49954 0.344
H 2.17821 -3.20969 -3.57126 0.393
H 1.31887 -1.78378 -2.95206 -0.565
H 3.30028 -0.96238 -2.33247 0.147
H 3.55210 -0.18460 -4.42599 0.257
```

Orbital gap: 9.159 eV
SMILES: COC[C@H](C)N.COC[C@H](C)N.COC[C@H](C)N.COC[C@H](C)N.COC[C@H](C)N.COC[C@H](C)N.COC[C@H](C)N.COC[C@H](C)N.COC[C@H](C)N.OCCO.OCCO.OCCO
E_LUMO: 0.383 eV


#two
Here is a cluster of 12 separate species, C42H117N9O15 in total from the OMol25 dataset. Energies are from ωB97M-V/def2-TZVPD.

Geometry as XYZ:
```
183
Properties=species:S:1:pos:R:3:mulliken_charge:R:1
C 6.05390 2.05191 3.61646 -0.316
C 4.93204 3.00597 3.96169 -0.555
O 4.06730 2.42454 4.90613 -0.494
O 7.04043 1.93758 4.61641 -0.490
H 6.38878 2.41300 2.64406 0.257
H 5.61948 1.10308 3.30165 0.287
H 4.25191 3.00631 3.10992 0.285
H 5.23670 4.04673 4.07172 0.389
H 4.38871 2.46266 5.80992 0.303
H 7.14459 2.82597 4.96499 0.333
C -8.45596 -3.27282 2.24213 -0.499
C -7.42195 -3.39588 1.07960 -0.265
O -7.94526 -2.93430 -0.11605 -0.518
O -8.59800 -2.01822 2.93518 -0.492
H -8.09174 -4.03218 2.93409 0.321
H -9.37137 -3.81550 2.00627 0.300
H -7.28126 -4.47510 1.01982 0.273
H -6.47372 -2.90971 1.30897 0.275
H -8.00164 -1.97819 -0.18139 0.297
H -9.33467 -1.57917 2.50372 0.308
C 0.58965 -9.47367 3.81033 -0.416
C -0.79540 -10.05700 3.79914 -0.250
O -1.72499 -9.35307 2.97069 -0.519
O 0.67183 -8.21549 4.50905 -0.524
H 0.87174 -9.33919 2.76609 0.267
H 1.29950 -10.19191 4.22063 0.329
H -1.32022 -10.10744 4.75314 0.257
H -0.74059 -11.00191 3.25855 0.252
H -1.58132 -8.40875 3.06666 0.298
H 1.08668 -8.26890 5.37314 0.306
C 0.56095 -1.24723 1.08677 -1.424
C 0.94125 -2.10771 -0.10056 0.525
C 2.33480 -1.92781 -0.61730 -0.556
O 2.42410 -0.56755 -1.17771 -0.322
C 3.50505 -0.32399 -2.11067 -0.729
N 0.54201 -3.44142 0.23921 -0.622
H -0.37249 -1.48412 1.59734 0.419
H 0.41571 -0.20343 0.80839 0.317
H 1.24048 -1.36841 1.93037 0.339
H 0.28428 -1.79939 -0.91384 0.217
H 2.48820 -2.57524 -1.48067 0.297
H 3.06292 -2.14788 0.16341 0.285
H 3.32664 -0.82851 -3.06027 0.271
H 4.39765 -0.60752 -1.55301 0.315
H 3.61580 0.75099 -2.25297 0.246
H 0.53251 -4.15203 -0.47845 0.216
H 1.00284 -3.79878 1.06386 0.206
C -10.31761 8.25862 5.48464 -1.506
C -9.60250 7.57367 4.26176 0.534
C -8.37545 6.65246 4.57852 -0.654
O -7.89922 5.76259 3.58909 -0.371
C -7.03981 4.73467 4.04346 -0.734
N -10.67524 6.88459 3.63171 -0.808
H -11.17889 8.86636 5.20725 0.354
H -9.64874 8.82889 6.12923 0.349
H -10.80858 7.53283 6.13293 0.372
H -9.30839 8.39841 3.61260 0.278
H -8.51980 6.12958 5.52396 0.423
H -7.55272 7.34540 4.75471 0.297
H -7.73555 4.12072 4.61541 0.346
H -6.16932 4.96174 4.65892 0.284
H -6.65516 4.16163 3.19980 0.244
H -11.01408 7.54617 2.94789 0.287
H -10.04446 6.35899 3.04352 0.305
C -3.95830 0.20988 13.26565 -1.484
C -4.24446 1.53353 12.60490 0.685
C -4.79498 1.51925 11.20622 -1.000
O -4.00485 1.98808 10.11899 -0.341
C -2.91130 1.16599 9.83271 -0.657
N -5.10573 2.24959 13.52135 -0.831
H -4.84088 -0.41372 13.40794 0.397
H -3.65032 0.34454 14.30254 0.459
H -3.15722 -0.26695 12.70083 0.324
H -3.33443 2.13295 12.58000 0.304
H -5.72134 2.09365 11.20138 0.453
H -5.31797 0.58067 11.02281 0.345
H -2.28860 1.82579 9.22855 0.237
H -3.28203 0.25729 9.35844 0.292
H -2.33147 0.92747 10.72433 0.256
H -5.77992 1.56066 13.82287 0.285
H -4.56651 2.06985 14.35624 0.275
C -1.54846 11.55535 2.29549 -1.123
C -0.64581 11.40350 1.00312 -0.040
C 0.00676 9.91656 0.85750 -0.745
O -1.02537 8.95779 1.09027 -0.266
C -0.63730 7.62155 1.29963 -0.757
N -1.55595 11.54051 -0.02078 -0.708
H -2.25761 10.73515 2.40715 0.273
H -1.88185 12.53818 2.62867 0.363
H -0.86809 11.36230 3.12490 0.321
H 0.12203 12.17579 0.95737 0.401
H 0.79933 9.87732 1.60475 0.396
H 0.50783 9.70511 -0.08712 0.436
H -0.13511 7.16337 0.44759 0.270
H -1.55456 7.06657 1.49646 0.229
H -0.02430 7.68832 2.19845 0.321
H -2.18539 10.81257 0.28583 0.373
H -1.29783 11.22470 -0.94476 0.257
C 6.57996 -5.15812 11.14649 -1.343
C 5.60040 -4.18154 11.77908 0.429
C 4.14496 -4.71419 11.59025 -0.634
O 3.78087 -4.79623 10.25897 -0.375
C 3.92274 -3.67846 9.33549 -0.713
N 5.88136 -3.91422 13.20512 -0.713
H 6.58111 -6.11452 11.66937 0.332
H 7.63117 -4.92263 11.31260 0.404
H 6.41985 -5.23191 10.07084 0.269
H 5.59844 -3.26334 11.19170 0.205
H 3.50891 -3.93399 12.00838 0.376
H 3.95109 -5.68492 12.04656 0.371
H 2.94433 -3.78195 8.86633 0.269
H 4.79993 -3.90745 8.73035 0.222
H 3.92319 -2.72219 9.85860 0.362
H 5.80563 -4.78301 13.71459 0.267
H 6.86311 -3.70491 13.31678 0.270
C 9.28542 -5.43591 -5.24755 -1.280
C 9.80904 -5.14320 -6.73815 0.618
C 9.46704 -6.28757 -7.75497 -0.937
O 10.28377 -6.33830 -8.91646 -0.319
C 9.97500 -7.34087 -9.75665 -0.719
N 9.14542 -3.90380 -7.31222 -0.728
H 8.20707 -5.59483 -5.24531 0.286
H 9.48769 -4.64404 -4.52634 0.356
H 9.81556 -6.33816 -4.94260 0.347
H 10.88967 -5.13395 -6.59580 0.216
H 8.43658 -6.16899 -8.08994 0.413
H 9.46504 -7.25711 -7.25688 0.391
H 8.90158 -7.50005 -9.85926 0.338
H 10.51331 -8.24058 -9.45858 0.257
H 10.33582 -6.92186 -10.69598 0.248
H 9.75353 -3.17440 -6.96831 0.250
H 9.19801 -3.91024 -8.32083 0.264
C -3.22583 -6.82543 -7.23092 -1.285
C -2.55913 -7.12422 -5.86321 0.561
C -1.06699 -7.11204 -5.95489 -0.846
O -0.56408 -8.02885 -7.00984 -0.347
C -0.54723 -9.39361 -6.49509 -0.763
N -2.97238 -5.86049 -5.20605 -0.670
H -2.84567 -6.00778 -7.84331 0.345
H -4.29244 -6.60224 -7.20604 0.344
H -2.97395 -7.55950 -7.99629 0.332
H -2.84287 -8.00544 -5.28784 0.246
H -0.69445 -7.28846 -4.94583 0.319
H -0.63077 -6.13981 -6.18416 0.420
H -1.51521 -9.83333 -6.25473 0.299
H 0.01050 -9.55410 -5.57244 0.315
H -0.23944 -9.97896 -7.36154 0.291
H -2.84786 -5.78474 -4.20663 0.220
H -3.97727 -5.88232 -5.30515 0.218
C -0.80183 -0.99720 -9.87612 -1.262
C -1.75543 -0.06314 -9.00271 0.410
C -3.25912 -0.06899 -9.33837 -0.750
O -3.50455 0.51885 -10.59752 -0.309
C -4.82496 0.87712 -10.86208 -0.720
N -1.58591 -0.23615 -7.57468 -0.700
H 0.13583 -0.90785 -9.32758 0.342
H -0.69080 -0.77221 -10.93686 0.337
H -0.95308 -2.07642 -9.85360 0.304
H -1.50665 0.97666 -9.21488 0.192
H -3.60149 0.61366 -8.56062 0.367
H -3.83769 -0.98545 -9.22235 0.411
H -5.04991 1.19827 -11.87911 0.252
H -5.14262 1.70156 -10.22373 0.300
H -5.47062 0.03947 -10.59833 0.294
H -1.94837 -1.16965 -7.44317 0.267
H -0.60890 -0.34661 -7.34370 0.265
C 2.30572 8.49822 -10.07707 -1.546
C 3.72135 8.35081 -10.74597 0.582
C 4.06615 6.92862 -11.27715 -0.785
O 4.71839 6.11697 -10.35619 -0.340
C 4.21228 4.76623 -10.40046 -0.703
N 3.87621 9.41975 -11.67527 -0.722
H 2.08031 9.51776 -9.76430 0.398
H 2.26012 7.83960 -9.20975 0.375
H 1.47444 8.16580 -10.69881 0.383
H 4.47990 8.45698 -9.97045 0.236
H 4.66463 7.08427 -12.17475 0.332
H 3.18423 6.44284 -11.69470 0.345
H 4.87586 4.17469 -9.76972 0.241
H 4.35622 4.37811 -11.40880 0.321
H 3.20333 4.71795 -9.99084 0.307
H 2.94160 9.55518 -12.03342 0.291
H 4.07269 10.23407 -11.11103 0.285
```

Orbital gap: 9.312 eV
SMILES: COC[C@H](C)N.COC[C@H](C)N.COC[C@H](C)N.COC[C@H](C)N.COC[C@H](C)N.COC[C@H](C)N.COC[C@H](C)N.COC[C@H](C)N.COC[C@H](C)N.OCCO.OCCO.OCCO
E_LUMO: 0.406 eV


#three
Here is a cluster of 12 separate species, C42H117N9O15 in total from the OMol25 dataset. Energies are from ωB97M-V/def2-TZVPD.

Geometry as XYZ:
```
183
Properties=species:S:1:pos:R:3:mulliken_charge:R:1
C 5.07936 0.36658 -2.81225 1.040
C 5.58737 -0.93638 -3.53434 -0.543
O 6.10316 -1.84609 -2.55091 -0.620
O 5.96465 1.43744 -2.84608 -0.566
H 4.76220 0.13134 -1.79629 -0.680
H 4.17098 0.71293 -3.30519 0.067
H 6.38561 -0.52209 -4.15020 0.361
H 4.91791 -1.58630 -4.09783 0.272
H 5.48020 -1.99074 -1.83495 0.532
H 6.77720 1.12772 -2.43934 0.297
C -1.48498 -5.65333 2.03432 -1.055
C -2.22823 -5.06869 0.91128 -0.060
O -1.36107 -4.72209 -0.13963 0.210
O -0.48647 -4.84129 2.58469 -0.618
H -0.97368 -6.54713 1.67683 0.472
H -2.23634 -5.97491 2.75553 0.389
H -2.86792 -4.23125 1.18986 0.063
H -2.99513 -5.73295 0.51288 0.440
H -1.60679 -5.11140 -0.98204 0.093
H -0.08976 -4.46059 1.79773 0.197
C -0.19552 1.77692 -4.21695 0.076
C -0.64553 0.89596 -5.45727 -0.293
O -1.09305 1.74392 -6.53966 -0.599
O 0.48047 0.78611 -3.41325 -0.233
H -1.04416 2.28004 -3.75351 0.023
H 0.48639 2.60810 -4.39651 0.192
H -1.50493 0.28153 -5.18895 0.121
H 0.21324 0.33636 -5.82803 0.211
H -1.84848 2.26205 -6.25247 0.332
H 0.53868 1.11557 -2.51344 0.143
C 5.30686 4.38702 -0.92026 -1.241
C 4.75792 5.81678 -0.64783 0.393
C 3.20438 6.03360 -0.62350 -0.337
O 2.70431 5.44854 -1.81683 -0.282
C 1.43412 5.92994 -2.16881 -0.650
N 5.46765 6.28512 0.51673 -0.729
H 6.39233 4.30914 -0.85865 0.437
H 5.06848 4.08071 -1.93881 0.389
H 4.87296 3.59805 -0.30597 -0.081
H 5.13521 6.44096 -1.45786 0.305
H 3.08409 7.11649 -0.59230 0.406
H 2.66190 5.63104 0.23193 0.167
H 1.46724 6.82268 -2.79332 0.324
H 0.83278 6.15519 -1.28804 0.358
H 0.99808 5.09904 -2.72341 0.053
H 5.39242 7.28853 0.42952 0.327
H 4.91860 6.16084 1.35529 0.234
C 3.99558 -4.98113 0.65981 -1.797
C 3.03991 -3.80726 0.71057 0.661
C 3.32628 -2.82249 -0.45555 0.213
O 4.58614 -2.28420 -0.32510 -0.656
C 4.76033 -1.44323 0.65179 -0.582
N 1.69220 -4.31769 0.38646 -0.230
H 3.75823 -5.63969 1.49531 0.387
H 5.00278 -4.62445 0.87527 0.390
H 3.86979 -5.47407 -0.30419 0.398
H 3.08933 -3.24346 1.64212 0.106
H 2.58438 -2.02397 -0.46342 -0.513
H 3.21796 -3.32114 -1.41873 0.627
H 5.55206 -1.87579 1.26348 0.356
H 3.87563 -1.06381 1.16310 0.071
H 5.19795 -0.54308 0.22015 0.163
H 1.12061 -3.50869 0.18923 -0.121
H 1.77094 -4.83380 -0.47814 0.340
C -4.01730 -1.47481 4.70514 -1.747
C -2.93925 -1.86108 3.75652 1.083
C -1.65936 -1.03330 4.10486 -0.310
O -0.60847 -1.39397 3.25011 -0.293
C 0.63446 -0.69121 3.56670 -0.557
N -2.61506 -3.25693 3.91475 -0.579
H -5.02099 -1.81639 4.45209 0.392
H -4.10272 -0.40234 4.53021 0.346
H -3.95531 -1.58670 5.78761 0.371
H -3.28158 -1.60256 2.75449 -0.034
H -1.42699 -1.25998 5.14540 0.328
H -1.73686 0.05346 4.07236 -0.403
H 1.49454 -1.11005 3.04427 -0.075
H 0.86297 -0.82717 4.62377 0.793
H 0.56056 0.37397 3.34755 -0.237
H -1.80541 -3.46520 3.34802 0.242
H -2.20626 -3.27613 4.83812 0.351
C -4.83377 2.10371 -1.98507 -1.010
C -5.21018 3.39913 -1.17121 -0.021
C -3.95697 4.00187 -0.45594 -0.238
O -3.02271 4.39861 -1.39037 -0.411
C -1.70956 4.53124 -0.91806 -0.355
N -5.68520 4.26642 -2.25914 -0.862
H -4.68389 1.29778 -1.26667 0.188
H -4.02016 2.26807 -2.69156 0.083
H -5.66766 1.77185 -2.60363 0.424
H -6.02895 3.13173 -0.50322 0.511
H -3.54054 3.27830 0.24486 0.146
H -4.20819 4.82123 0.21759 0.421
H -1.62749 5.24020 -0.09420 0.414
H -1.02023 4.95157 -1.65035 0.203
H -1.25804 3.58497 -0.62005 -0.101
H -4.97714 4.34574 -2.97500 0.304
H -5.66880 5.22334 -1.93645 0.294
C -2.26298 -5.63330 -4.82027 -1.364
C -1.44287 -5.58052 -3.55160 0.379
C -0.82031 -4.16662 -3.33590 -0.064
O -0.06339 -3.70843 -4.42275 -0.578
C 0.43745 -2.45973 -4.11669 0.067
N -2.36550 -5.87311 -2.45971 -0.366
H -3.12821 -4.98048 -4.70494 0.200
H -2.47229 -6.68310 -5.02571 0.419
H -1.74258 -5.14421 -5.64371 0.375
H -0.70524 -6.37815 -3.63979 0.372
H -0.07710 -4.26291 -2.54441 -0.056
H -1.57959 -3.43112 -3.07012 0.084
H 0.83250 -2.04769 -5.04527 0.346
H 1.15017 -2.46747 -3.29203 -0.001
H -0.39067 -1.80872 -3.83649 -0.100
H -3.16280 -5.28237 -2.27143 -0.178
H -2.76096 -6.79773 -2.55344 0.280
C -6.68091 -3.74224 -2.52164 -1.686
C -5.21743 -3.74328 -2.13209 1.328
C -4.79424 -2.37210 -1.51981 -0.197
O -5.23286 -1.22712 -2.24792 -0.385
C -4.46661 -0.98018 -3.39657 -0.587
N -5.05388 -4.79917 -1.20884 -0.494
H -7.10282 -4.72179 -2.74648 0.500
H -6.70852 -3.14380 -3.43225 0.321
H -7.33279 -3.33833 -1.74704 0.367
H -4.53578 -3.92724 -2.96252 -0.743
H -3.71301 -2.40574 -1.38598 -0.254
H -5.14139 -2.29019 -0.48981 0.400
H -3.51414 -0.57916 -3.05004 0.023
H -4.92294 -0.25794 -4.07350 0.403
H -4.18613 -1.83619 -4.01032 0.325
H -5.61484 -4.63878 -0.38440 0.305
H -5.45969 -5.61263 -1.64895 0.231
C -0.73873 3.18183 2.50660 -0.245
C -0.78474 3.38413 4.03926 0.555
C -2.19923 3.13800 4.53893 -1.058
O -3.15030 4.20188 4.13348 -0.404
C -2.77363 5.54999 4.49014 -0.837
N 0.17202 2.60542 4.75357 -0.466
H -0.94102 2.14477 2.23885 -0.479
H 0.28118 3.45552 2.23645 0.044
H -1.45251 3.74934 1.90948 0.234
H -0.40292 4.36595 4.31917 0.693
H -2.27503 3.05667 5.62325 0.633
H -2.56662 2.19582 4.13220 -0.092
H -1.95196 5.97985 3.91726 0.285
H -2.32781 5.53012 5.48460 0.333
H -3.56483 6.29066 4.60641 0.326
H 0.19785 2.80051 5.74421 0.255
H 1.10973 2.82799 4.45145 0.092
C 3.51498 2.63924 2.53801 -0.733
C 3.44165 1.93962 3.83194 1.702
C 4.57523 0.95118 4.14637 -1.440
O 4.38027 -0.28521 3.51744 0.014
C 5.21552 -1.29455 4.13696 -1.010
N 3.36375 2.95267 4.87870 -0.763
H 2.63352 3.14670 2.14608 -0.355
H 3.81272 1.90406 1.79037 0.150
H 4.24981 3.43585 2.42165 0.355
H 2.58661 1.27449 3.95274 -0.446
H 4.58151 0.80876 5.22701 0.446
H 5.51839 1.34058 3.76308 0.377
H 4.99743 -2.27504 3.71366 0.207
H 5.01464 -1.45933 5.19554 0.386
H 6.28578 -1.08973 4.11037 0.386
H 3.12584 2.34460 5.64925 0.365
H 4.33869 3.15688 5.04570 0.364
C -1.78656 -0.16481 -0.25994 0.044
C -0.31410 -0.66206 -0.39710 0.851
C 0.70553 0.44468 0.01534 1.053
O 0.77212 1.50911 -0.95844 0.935
C 1.95588 2.35566 -0.91692 0.189
N -0.15068 -1.85987 0.37020 1.994
H -1.70411 0.82753 -0.70330 0.208
H -2.08023 -0.10346 0.78796 -0.014
H -2.48222 -0.81881 -0.78572 -1.033
H -0.24596 -0.89766 -1.45914 -0.139
H 1.71184 0.02955 0.07108 -0.979
H 0.45131 0.83501 1.00079 -1.029
H 2.11538 2.82692 0.05291 -0.455
H 1.73393 3.18589 -1.58741 -0.075
H 2.80626 1.79172 -1.30025 0.127
H -0.65917 -2.65867 0.01884 -0.232
H -0.34693 -1.68601 1.34558 -0.799
```

Orbital gap: 8.859 eV
SMILES: COC[C@H](C)N.COC[C@H](C)N.COC[C@H](C)N.COC[C@H](C)N.COC[C@H](C)N.COC[C@H](C)N.COC[C@H](C)N.COC[C@H](C)N.COC[C@H](C)N.OCCO.OCCO.OCCO
E_LUMO: 0.373 eV


Order from most stable to least stable according to the calculation: #one, #three, #two